{"formula": "C40H55FN3O3PS2SbSn", "method": "ωB97M-V/def2-TZVPD", "mol_weight_g_mol": 980.48, "lumo_ev": -7.28, "relative_energy_kcal_mol": 41.0, "charge": 3, "multiplicity": 1, "fmax_ha_per_bohr": 0.0172, "e_tot_ev": -99010.83150, "e_homo_ev": -13.6, "species": ["Sn", "C", "C", "N", "C", "C", "C", "O", "O", "C", "O", "C", "C", "C", "F", "C", "C", "C", "N", "C", "C", "N", "C", "C", "H", "H", "H", "H", "H", "H", "H", "H", "H", "H", "H", "H", "H", "H", "H", "H", "H", "H", "S", "P", "S", "C", "C", "C", "C", "C", "C", "C", "C", "C", "C", "C", "C", "H", "H", "H", "H", "H", "H", "H", "H", "H", "H", "C", "C", "C", "C", "Sb", "C", "C", "C", "C", "C", "C", "C", "C", "H", "H", "H", "H", "H", "H", "H", "H", "H", "H", "H", "H", "H", "H", "H", "H", "H", "H", "H", "H", "H", "H", "H", "H", "H", "H", "H"], "positions_angstrom": [[-2.2724, 0.5360, 0.3502], [-0.9407, -6.1745, -2.5718], [-0.1912, -5.0707, -3.3075], [-0.8041, -3.7487, -3.0951], [-0.1596, -2.8385, -2.3731], [-0.7095, -1.6391, -1.9610], [0.1791, -0.5707, -1.4914], [1.4427, -0.7153, -1.7882], [-0.2116, 0.4808, -0.9498], [-2.1024, -1.3960, -2.1877], [-2.7636, -0.4643, -1.6745], [-2.7233, -2.2911, -3.1500], [-3.9876, -1.9822, -3.6582], [-4.5341, -2.7484, -4.6484], [-5.7605, -2.4325, -5.0883], [-3.8613, -3.8557, -5.2024], [-2.6367, -4.1973, -4.6381], [-2.0594, -3.4371, -3.6195], [-4.3438, -4.5678, -6.3135], [-5.2773, -3.9388, -7.2402], [-5.1485, -4.5923, -8.6101], [-5.4330, -6.0558, -8.4839], [-4.4751, -6.6938, -7.5291], [-4.5716, -6.0009, -6.1772], [-0.4111, -7.1167, -2.7023], [-1.9567, -6.3017, -2.9431], [-0.9864, -5.9529, -1.5059], [-0.1262, -5.2671, -4.3778], [0.8252, -5.0169, -2.9238], [0.8516, -3.0788, -2.0731], [-4.5250, -1.1297, -3.2659], [-2.1062, -5.0466, -5.0439], [-5.0295, -2.8864, -7.3502], [-6.3208, -4.0043, -6.9047], [-4.1420, -4.4746, -9.0076], [-5.8595, -4.1447, -9.3026], [-5.3879, -6.5123, -9.3973], [-6.3901, -6.1783, -8.1403], [-3.4752, -6.5954, -7.9487], [-4.7119, -7.7517, -7.4291], [-3.8257, -6.4334, -5.5145], [-5.5600, -6.1984, -5.7340], [-1.6771, -3.8891, 3.7004], [-2.4688, -2.2621, 3.0330], [-1.4423, -1.5773, 1.2642], [-2.5252, -0.8816, 4.2149], [-3.2393, -1.1371, 5.3846], [-3.3700, -0.1412, 6.3376], [-2.7884, 1.1030, 6.1303], [-2.0571, 1.3471, 4.9783], [-1.9231, 0.3529, 4.0194], [-4.1887, -2.3950, 2.4461], [-4.8163, -3.6321, 2.4426], [-6.1352, -3.7319, 2.0175], [-6.8234, -2.6018, 1.6045], [-6.1942, -1.3613, 1.6102], [-4.8810, -1.2608, 2.0328], [-3.6836, -2.1118, 5.5457], [-3.9248, -0.3366, 7.2450], [-2.8998, 1.8821, 6.8721], [-1.5840, 2.3088, 4.8299], [-1.3224, 0.5300, 3.1336], [-4.2726, -4.5056, 2.7800], [-6.6262, -4.6959, 2.0196], [-7.8574, -2.6783, 1.2959], [-6.7359, -0.4762, 1.3030], [-4.3989, -0.2849, 2.0717], [2.4420, 2.3621, 0.7695], [2.2276, 2.9194, -0.6152], [0.8505, 3.4886, -0.8430], [3.3311, 3.8365, -1.0951], [2.4679, 1.0917, -2.1018], [1.5668, 1.3711, -4.1658], [2.2914, 2.5534, -4.7942], [1.8394, 0.0752, -4.9150], [0.0753, 1.6382, -4.0483], [4.4876, -0.0134, -2.0921], [4.3145, -1.3045, -2.8650], [5.4774, 0.9375, -2.7381], [4.7797, -0.2640, -0.6245], [2.3821, 3.1925, 1.4805], [3.4266, 1.9113, 0.8846], [1.6781, 1.6322, 1.0392], [0.7060, 4.3007, -0.1232], [0.0696, 2.7527, -0.6736], [0.7449, 3.9160, -1.8408], [3.2261, 4.7925, -0.5730], [3.2650, 4.0538, -2.1633], [4.3235, 3.4467, -0.8672], [3.3677, 2.3864, -4.8634], [2.1124, 3.4822, -4.2498], [1.9171, 2.6924, -5.8120], [2.8953, -0.0212, -5.1632], [1.2822, 0.0878, -5.8563], [1.5228, -0.7998, -4.3465], [-0.1485, 2.5022, -3.4231], [-0.4668, 0.7774, -3.6584], [-0.3078, 1.8447, -5.0518], [4.2304, -1.1375, -3.9365], [3.4546, -1.8735, -2.5145], [5.2042, -1.9194, -2.7015], [5.2180, 1.1645, -3.7735], [6.4630, 0.4635, -2.7486], [5.5712, 1.8732, -2.1851], [3.9851, -0.8379, -0.1440], [4.9382, 0.6664, -0.0787], [5.7015, -0.8472, -0.5486]], "atomic_forces_ev_per_a": [[0.030, -0.412, -0.266], [0.021, 0.104, -0.034], [-0.018, -0.392, 0.040], [0.240, 0.218, 0.142], [-0.070, 0.008, 0.002], [0.009, 0.166, -0.132], [-0.051, 0.073, 0.211], [0.134, 0.666, 0.023], [-0.271, -0.311, 0.093], [0.177, -0.154, 0.078], [0.068, 0.217, 0.335], [-0.033, -0.147, -0.092], [0.039, 0.001, -0.025], [0.013, 0.037, 0.122], [0.009, -0.070, -0.060], [0.158, 0.145, 0.077], [-0.060, -0.132, -0.049], [-0.311, 0.217, 0.018], [-0.057, -0.097, -0.066], [0.115, -0.156, -0.015], [-0.042, 0.559, 0.110], [-0.024, -0.037, -0.100], [0.242, -0.197, 0.432], [-0.081, 0.157, -0.026], [0.011, -0.008, 0.000], [-0.014, 0.012, 0.023], [-0.022, -0.034, 0.013], [0.021, 0.058, 0.004], [0.018, 0.106, -0.077], [0.012, -0.087, -0.090], [-0.038, -0.005, -0.028], [0.014, 0.024, -0.032], [-0.051, 0.019, -0.032], [0.011, 0.017, 0.043], [0.004, -0.147, -0.008], [-0.037, -0.147, -0.043], [0.003, -0.010, -0.005], [-0.012, -0.053, -0.043], [-0.054, 0.068, -0.095], [-0.103, 0.021, -0.106], [-0.031, -0.070, -0.018], [0.021, -0.029, 0.017], [-0.088, 0.244, -0.249], [-0.167, 0.083, 0.093], [0.166, 0.101, -0.046], [0.081, -0.208, -0.300], [-0.004, 0.074, 0.001], [-0.028, -0.031, 0.008], [0.025, 0.032, -0.017], [0.003, 0.058, 0.004], [-0.031, 0.009, -0.039], [0.199, -0.093, 0.073], [0.055, 0.024, -0.022], [-0.072, 0.001, -0.037], [0.014, -0.049, 0.028], [-0.001, 0.091, -0.045], [0.029, -0.008, -0.053], [-0.014, 0.006, 0.028], [-0.008, 0.005, 0.002], [0.015, -0.012, 0.022], [-0.007, 0.009, 0.011], [0.039, -0.008, 0.066], [0.003, 0.006, 0.013], [-0.017, 0.004, 0.021], [-0.001, -0.008, -0.015], [-0.008, 0.003, 0.019], [-0.089, 0.021, 0.109], [0.007, -0.036, 0.082], [-0.042, -0.750, -0.460], [-0.051, 0.045, -0.037], [0.163, -0.068, -0.082], [0.091, -0.408, -0.292], [0.329, -0.037, 0.546], [0.077, 0.012, 0.088], [0.054, 0.055, -0.012], [0.030, 0.023, 0.182], [-0.700, 0.540, -0.010], [-0.045, -0.052, -0.026], [0.047, 0.052, -0.045], [-0.061, 0.051, 0.042], [-0.027, 0.014, -0.001], [-0.033, 0.013, 0.042], [-0.004, 0.012, 0.028], [0.041, 0.028, -0.003], [-0.023, 0.041, -0.005], [-0.022, 0.010, 0.016], [-0.002, -0.010, 0.038], [0.002, 0.053, 0.010], [0.010, 0.015, -0.001], [0.009, 0.037, -0.023], [-0.016, 0.026, -0.038], [-0.001, 0.011, -0.003], [-0.005, -0.059, -0.023], [-0.006, 0.046, -0.001], [-0.015, -0.045, -0.059], [-0.037, -0.010, -0.032], [-0.065, -0.028, -0.002], [0.008, -0.011, -0.007], [-0.023, -0.016, 0.002], [0.045, -0.060, -0.026], [0.039, 0.041, 0.026], [0.026, -0.017, -0.011], [0.008, -0.004, 0.018], [0.049, -0.009, -0.009], [0.040, -0.014, 0.058], [0.017, -0.040, 0.030], [0.008, -0.006, -0.014]]}

{"formula": "C4H12", "method": "ωB97M-V/def2-TZVPD", "mol_weight_g_mol": 60.14, "lumo_ev": 1.13, "relative_energy_kcal_mol": 42.4, "charge": 0, "multiplicity": 1, "smiles": "CC.CC", "fmax_ha_per_bohr": 0.1542, "e_tot_ev": -4340.68935, "e_homo_ev": -11.0, "species": ["C", "C", "H", "H", "H", "H", "H", "H", "C", "C", "H", "H", "H", "H", "H", "H"], "positions_angstrom": [[-0.1519, -1.0188, -1.1445], [-1.3542, -0.7869, -1.9111], [0.6980, -1.6838, -1.5738], [0.4060, -0.2493, -0.7422], [-0.6094, -1.6438, -0.3060], [-1.5534, 0.2409, -2.0229], [-2.3188, -1.0810, -1.4449], [-1.2964, -1.1593, -2.9229], [0.8303, 1.5963, 1.1744], [0.6857, 0.2277, 1.8837], [1.3062, 1.7494, 0.0622], [-0.1926, 1.9820, 1.1050], [1.5110, 2.1205, 1.8578], [1.6313, -0.3217, 1.5708], [-0.2746, -0.3740, 1.5500], [0.6337, 0.3105, 2.8520]], "atomic_forces_ev_per_a": [[1.290, -5.060, 1.890], [-2.238, 0.663, -1.792], [-1.775, 0.797, 0.127], [0.460, 2.053, 0.808], [1.638, 0.678, -0.357], [0.030, 1.675, -0.398], [0.801, -0.572, -0.209], [-0.249, -0.347, -0.291], [0.314, 0.248, -1.243], [0.172, -2.266, -7.594], [-1.103, -1.169, 2.720], [0.482, 0.787, 0.184], [-0.520, 0.702, -0.421], [-1.340, -0.050, 0.760], [2.129, 1.128, 0.472], [-0.090, 0.734, 5.347]]}